[1]
Below is 9 unconnected molecules or ions with the total composition C36H54N6O6S3 at a distorted geometry, with properties calculated with ωB97M-V with the def2-TZVPD basis set.

```
105
Properties=species:S:1:pos:R:3:forces:R:3:lowdin_charge:R:1
N 1.612 1.606 -4.968 -1.696 0.051 -0.258 0.00
C 4.167 2.034 0.199 0.562 -0.924 -2.167 -0.20
H 5.062 -1.730 -1.241 0.105 -0.092 0.707 0.08
H -1.717 -0.478 2.497 -0.410 -0.471 -0.277 0.09
H 1.031 0.366 3.631 0.331 0.070 0.447 0.13
C 4.322 -2.526 -1.158 0.552 -2.070 0.836 -0.29
H 5.364 0.688 1.368 -0.241 0.168 -0.319 0.13
H -2.950 4.587 -1.593 0.023 0.066 0.418 0.09
O -4.600 2.158 0.195 1.845 1.917 0.404 -0.37
C 4.548 2.397 2.336 0.580 -1.358 -0.064 -0.16
C 0.608 0.179 0.475 2.610 1.473 -0.100 -0.14
H -3.899 4.057 5.235 -0.557 0.058 0.194 0.09
N 0.724 0.993 4.360 1.665 1.503 -2.123 0.01
C -1.037 -1.194 0.394 -2.751 -0.483 3.409 -0.10
O -4.469 4.605 0.761 -0.138 -0.118 -0.510 -0.37
H 2.943 3.892 -0.104 0.241 -0.451 -0.538 0.09
C -1.233 3.982 1.242 -0.698 0.005 1.053 -0.24
C -4.337 1.000 4.110 1.038 -1.298 0.465 -0.18
C -1.181 3.942 -0.274 0.906 0.028 -0.393 -0.21
H 1.102 3.067 3.532 0.383 -0.859 -0.553 0.10
C 3.558 3.206 0.461 -0.654 1.035 2.727 -0.10
H 2.270 -3.867 -2.024 -0.087 -0.294 0.205 0.07
O 0.423 -3.009 -3.537 -1.186 -0.043 -1.210 -0.38
C 2.059 -3.492 -1.023 1.965 1.191 1.675 -0.18
H -0.318 3.607 1.700 0.006 -0.582 -0.292 0.09
H 2.637 -1.334 -1.499 -0.361 -0.224 -0.234 0.07
C -5.245 2.982 3.814 -0.952 -0.355 -0.194 -0.13
H -0.352 -5.046 -6.015 0.217 -0.375 -0.507 0.08
N -5.273 1.637 3.415 -0.265 2.440 0.230 0.03
H 1.813 -3.245 -7.554 0.153 -0.098 -0.266 0.10
N -0.021 0.352 1.685 0.303 -0.762 -2.647 0.02
C -3.727 1.865 4.988 0.385 -0.215 0.239 -0.11
H 5.112 -3.500 0.740 -0.246 0.209 0.077 0.08
C 3.756 3.418 1.897 0.654 -0.246 -0.359 -0.12
H -2.852 1.662 5.588 -0.198 -0.201 0.063 0.06
H -1.782 -1.925 0.117 0.084 -0.040 -0.021 0.09
H 0.244 1.064 2.351 -0.735 -0.175 -0.505 0.09
H 0.998 -3.527 -0.776 0.175 0.382 -0.014 0.08
O -0.490 -2.458 -5.870 -1.423 -0.180 -0.082 -0.33
S 2.964 -4.500 0.261 -1.235 3.321 0.976 0.67
C -4.337 3.146 4.856 0.011 -1.023 -1.836 -0.11
H -4.821 -1.747 -0.435 -0.140 -0.196 -0.095 0.10
C 1.882 -4.965 -6.299 -0.828 -1.459 -0.398 -0.26
C -5.261 -2.137 0.471 -0.464 0.897 -1.113 -0.12
H 0.482 -5.649 -4.616 0.444 0.449 0.278 0.09
C -6.579 -2.423 0.659 -0.946 -1.146 1.896 -0.10
C -2.477 3.269 1.780 -0.326 -0.270 -0.074 -0.20
H -5.725 1.225 2.612 -0.101 0.429 0.084 0.15
H 0.160 3.853 5.813 -0.007 0.260 -0.767 0.11
H -2.528 2.856 -1.625 -0.101 0.059 0.060 0.09
N 4.805 1.525 1.287 -0.703 1.232 0.608 0.03
H -2.404 2.237 2.123 0.412 -0.212 -0.542 0.08
H 2.996 3.189 -5.405 -0.434 -0.084 -0.285 0.10
H 0.562 0.159 -3.880 0.118 -0.089 0.338 0.11
S -3.776 3.373 0.428 0.048 -0.345 0.198 0.73
O 2.544 -4.014 1.638 1.246 -1.167 -3.244 -0.39
H 3.433 -3.580 -6.906 -0.002 -0.059 0.016 0.08
C 0.570 -4.944 -5.443 -0.161 1.214 -0.636 -0.19
H -4.202 -0.033 3.825 0.444 -0.084 0.502 0.10
C 2.366 -3.608 -6.687 -0.650 2.410 0.154 -0.30
H 0.097 -0.448 5.722 0.076 0.116 0.240 0.12
H 2.712 -5.524 -5.866 -0.344 -0.112 0.497 0.09
C 0.236 2.865 5.384 -3.361 1.460 5.347 -0.14
H 2.368 0.712 -1.951 0.310 0.094 -0.084 0.05
C -1.077 -0.496 1.628 -0.978 -0.677 0.105 -0.13
C 2.015 -2.642 -5.525 0.538 -1.445 -0.208 -0.28
H 5.002 2.084 3.264 -0.307 0.599 0.299 0.10
H 4.306 -2.970 -2.153 -0.028 0.037 -0.276 0.06
C 4.599 -3.751 -0.189 0.723 0.335 -0.143 -0.22
C 2.564 2.494 -4.700 3.301 0.550 -0.497 -0.20
H 3.491 4.235 2.552 -0.271 0.115 -0.329 0.08
H -2.825 3.797 2.667 -0.638 0.063 -0.399 0.08
C 0.272 0.602 5.540 -2.701 1.245 0.948 -0.12
S 0.405 -3.163 -5.001 2.738 -0.090 2.209 0.64
N -6.732 -2.801 2.048 1.163 1.103 -1.845 0.02
H 1.124 1.502 -5.846 -0.042 0.168 0.303 0.14
H 4.014 2.616 -3.026 0.014 0.092 -0.274 0.08
H -7.548 -2.987 2.613 0.043 0.043 -0.622 0.13
H 0.274 -1.191 -1.290 0.499 0.360 0.067 0.10
C 1.377 0.868 -3.848 -0.375 -1.122 -0.507 -0.15
H 1.463 0.822 0.327 0.203 -0.145 -0.383 0.09
H -7.443 -2.452 0.012 0.246 0.025 -0.054 0.09
O 2.867 -5.887 -0.055 0.306 -1.133 0.130 -0.35
C -5.503 -2.578 2.611 -0.691 -1.242 1.803 -0.19
C 0.700 2.406 4.286 2.560 -1.815 -4.184 -0.16
C -2.561 3.754 -1.007 0.483 -0.847 1.662 -0.14
C 3.193 2.129 -3.531 -0.957 0.675 1.076 -0.13
H 1.956 -1.566 -5.690 0.288 -0.125 -0.140 0.08
H 4.252 1.573 -0.774 0.032 -0.243 0.122 0.09
H 2.735 -1.721 0.171 0.432 -0.252 0.192 0.09
C 2.354 1.149 -2.938 -0.324 -0.313 0.212 -0.12
H 2.678 -2.935 -4.711 0.154 0.524 0.319 0.07
H -5.329 -2.864 3.638 -0.105 0.287 0.115 0.11
H -1.207 5.004 1.621 -0.587 0.226 -0.197 0.11
H -0.788 1.646 7.065 0.128 0.787 0.158 0.09
H 5.231 -4.481 -0.695 -0.302 -0.338 0.051 0.07
H -0.570 4.813 -0.509 -0.651 0.366 -0.787 0.11
H 1.629 -5.453 -7.240 0.089 -0.442 0.036 0.10
C -0.253 1.770 6.135 1.381 -2.933 1.277 -0.11
H -0.456 3.155 -0.485 -0.582 -0.539 -0.589 0.10
C 0.063 -0.811 -0.301 0.632 1.281 -0.455 -0.11
C 2.946 -2.127 -0.818 -3.056 -0.081 -0.901 -0.26
H -3.611 -1.825 1.927 0.115 -0.470 -0.172 0.08
C -4.594 -2.209 1.698 0.791 0.768 0.110 -0.13
H -5.947 3.642 3.327 0.243 0.234 0.133 0.10
```
Positions in Å, forces in eV/Å.

Charge ... -1
E_HOMO (spin up / spin down) ... 0.0150 / -0.2256 Eh
Multiplicity ... 2
Calculated total energy ... -3378.43616 a.u.
Expectation value of S² ... 0.750
HOMO-LUMO gap (spin up / spin down) ... 1.75 / 8.26 eV

=====

[2]
Below is a molecular structure, C36H55BiN6S2, with properties calculated with ωB97M-V with the def2-TZVPD basis set.

```
100
Properties=species:S:1:pos:R:3:forces:R:3:lowdin_charge:R:1
H 2.112 5.976 0.207 -0.004 -0.035 -0.033 0.09
N -0.730 -3.520 4.553 -0.001 -0.150 -0.043 -0.05
C -3.071 -3.436 -0.437 0.074 0.002 0.050 -0.07
C -0.635 -1.296 -4.061 0.013 0.104 0.010 -0.12
H -1.278 4.561 -0.078 -0.026 -0.012 -0.032 0.06
C 0.941 3.626 1.124 0.004 -0.087 -0.015 -0.16
N 0.058 -0.775 -1.730 0.272 -0.135 -0.141 -0.10
H -4.194 2.267 2.087 0.013 0.023 0.024 0.13
H -3.762 -2.960 -1.137 0.014 -0.040 0.026 0.08
H 0.344 -0.813 2.849 -0.067 -0.078 0.040 -0.02
H 5.721 0.251 -2.234 -0.037 0.020 -0.004 0.12
H -3.691 2.509 0.424 0.022 0.046 0.043 0.11
C -0.670 -4.263 -0.420 0.017 0.092 0.136 -0.03
H -3.246 -4.511 -0.497 -0.022 0.049 -0.016 0.09
H -0.813 -4.567 0.621 0.005 -0.004 -0.061 0.07
C -1.755 -3.306 3.736 0.154 -0.159 0.255 -1.14
H 0.758 4.746 4.327 -0.021 -0.039 -0.037 0.12
H 1.858 0.104 -6.015 -0.002 -0.005 0.053 0.09
N -3.371 -0.081 -0.261 -0.031 -0.021 0.338 -0.05
H 2.237 -0.164 -4.325 -0.010 -0.017 -0.064 0.05
H 1.415 2.423 4.763 -0.002 -0.005 -0.046 0.12
C -1.601 -3.093 -0.757 -0.037 -0.095 -0.214 -0.40
H -2.039 1.360 2.577 0.015 0.130 0.041 0.08
H -3.472 -1.096 -0.280 -0.101 0.146 -0.027 0.04
C 0.892 4.058 3.501 0.002 0.074 0.008 -0.05
H -3.765 -0.212 1.793 -0.081 -0.059 -0.015 0.04
H 0.382 1.980 -4.866 -0.010 -0.007 0.046 0.10
H -5.114 0.439 0.875 -0.050 0.000 -0.018 0.13
C 3.662 -0.251 -2.023 -0.179 -0.087 -0.043 -0.03
C 1.213 2.264 1.386 -0.007 0.007 0.008 -0.24
S -2.156 -1.825 3.079 -0.131 0.137 -0.227 0.57
C -1.449 -2.687 -2.214 0.026 0.097 0.108 -0.15
H 0.450 -5.146 5.150 0.031 -0.011 0.019 0.13
C 2.063 0.493 3.145 0.077 -0.024 -0.214 -0.35
N -2.129 1.856 1.690 -0.134 -0.179 -0.041 -0.07
C 0.897 4.233 -0.269 -0.101 0.065 0.078 -0.38
H -0.914 -6.372 3.664 0.041 -0.008 0.013 0.08
Bi -0.730 0.190 0.206 0.230 0.296 0.179 1.88
H 4.058 1.388 3.113 0.004 -0.044 -0.013 0.09
H -1.233 -1.963 -5.998 -0.027 0.006 0.057 0.13
C -1.992 -3.268 -4.496 -0.027 -0.045 -0.003 -0.03
C -4.029 0.448 0.966 0.174 0.143 -0.085 -0.24
S -2.676 -4.756 3.489 -0.020 0.067 -0.066 0.95
C 2.103 5.152 -0.510 0.012 -0.036 -0.022 -0.04
H -1.763 2.794 1.850 -0.023 -0.063 -0.005 0.09
H -1.074 1.494 -3.999 0.037 0.067 0.022 0.07
C 0.091 -0.149 -4.786 0.180 -0.014 0.229 -0.35
C -1.290 -2.163 -4.934 0.037 -0.018 -0.046 -0.02
C -0.709 -1.585 -2.673 -0.012 0.049 -0.209 -0.16
H 0.978 3.429 -0.999 -0.086 -0.174 -0.119 0.10
H 0.380 -3.990 -0.558 -0.048 -0.029 -0.015 0.09
N -1.424 1.909 -1.277 0.025 -0.222 0.134 0.03
H -0.558 5.214 -1.571 -0.002 -0.005 0.051 0.09
C 2.320 1.050 -0.429 -0.041 0.005 -0.018 -0.23
H 3.712 -1.060 -2.744 0.003 0.030 0.052 0.12
C -0.024 1.243 -4.170 -0.111 -0.123 -0.066 -0.06
H 1.880 -1.640 3.135 -0.099 -0.017 -0.020 0.09
C 3.578 0.434 2.887 -0.062 0.145 0.099 -0.04
H 3.452 2.604 0.527 0.006 0.009 0.013 0.11
C 0.773 4.499 2.196 -0.013 0.013 0.055 -0.03
C 3.490 1.813 -0.207 -0.169 0.011 0.083 -0.03
H 1.675 -1.473 -2.714 0.010 -0.016 0.027 0.14
H -1.899 2.641 -0.763 -0.105 0.123 0.022 0.03
H -2.478 -3.925 -5.207 0.028 0.030 0.037 0.12
C -0.392 5.042 -0.505 0.097 -0.126 -0.087 -0.06
C 1.251 2.745 3.740 0.050 0.024 0.057 -0.03
C 1.561 -0.459 -5.128 -0.101 -0.023 -0.060 -0.04
H -0.317 6.024 -0.036 -0.035 -0.015 0.019 0.09
C 2.402 0.016 -1.413 0.208 0.069 0.203 -0.14
H -0.639 2.332 -1.752 0.246 0.072 -0.119 0.04
H -2.050 1.535 -1.979 -0.046 0.007 -0.098 0.06
H 0.545 1.314 -3.244 0.028 0.118 0.072 0.05
C -1.477 -5.795 4.392 -0.081 0.071 -0.188 -0.39
H 4.032 -0.327 3.525 -0.035 0.009 -0.044 0.09
C -0.591 -4.832 5.184 -0.038 -0.008 0.035 -0.19
C 4.779 0.479 -1.756 0.158 0.104 0.049 -0.05
H -0.428 -0.086 -5.741 -0.049 -0.020 -0.036 0.13
H 5.542 2.151 -0.629 -0.044 -0.015 0.003 0.13
H 3.795 0.172 1.853 0.022 0.028 -0.070 0.07
C 1.455 1.829 2.707 -0.005 -0.027 0.045 -0.14
H -2.024 -6.474 5.039 0.020 -0.024 0.030 0.08
H -3.844 0.267 -1.088 -0.061 -0.037 -0.028 0.10
N 1.189 1.290 0.311 0.069 0.057 -0.203 -0.16
H 1.579 -0.938 1.564 0.079 -0.017 0.016 0.05
H -3.329 -3.121 0.574 0.031 -0.097 0.154 0.04
C 1.413 -0.787 2.636 0.031 -0.036 -0.095 -0.11
H 1.703 -1.519 -5.346 0.022 0.040 0.000 0.09
C 1.349 -0.778 -1.943 -0.249 -0.096 -0.065 -0.10
H 3.044 4.610 -0.419 -0.008 0.035 -0.003 0.07
H -2.629 -4.377 -2.793 0.027 0.034 0.006 0.12
H -0.887 -5.117 -1.063 0.007 0.003 0.015 0.09
H 1.940 0.482 4.229 -0.051 0.015 0.045 0.13
C -2.073 -3.515 -3.142 -0.026 -0.004 -0.041 -0.03
H -1.302 -2.277 -0.097 0.002 0.070 0.046 0.01
H 2.054 5.577 -1.515 0.012 -0.006 0.063 0.09
H -0.900 -4.782 6.228 -0.042 0.085 0.011 0.13
H 0.562 5.546 2.006 0.020 -0.092 -0.006 0.12
C -3.562 1.862 1.296 0.070 -0.142 -0.041 -0.23
H -0.181 -2.738 4.868 0.034 0.111 -0.020 0.14
C 4.672 1.542 -0.847 0.014 -0.091 -0.047 -0.02
```
Positions in Å, forces in eV/Å.

Charge ... +2
E_HOMO ... -0.4789 Eh
Energy relative to the best compared isomer or geometry (same formula, charge and spin) ... 35.1 kJ/mol
Calculated total energy ... -2743.86758 a.u.
HOMO-LUMO gap ... 7.61 eV